DFT (ωB97M-V with the def2-TZVPD basis set) results for a molecular structure, C31H31N2O3S4V in a non-equilibrium geometry.

```
72
Properties=species:S:1:pos:R:3
V 0.67925 0.41294 -0.89690
S 0.51016 2.67370 -1.38985
C 0.70090 2.76674 -3.12897
C 0.86126 4.01816 -3.73023
C 0.93735 4.14678 -5.10688
C 0.86373 3.01544 -5.91207
C 0.71814 1.76748 -5.32777
C 0.63563 1.63043 -3.94058
S 0.40623 0.03519 -3.23938
C 1.60966 -2.71851 -2.16579
C 1.14451 -2.72472 -0.85182
C 0.59642 -3.90212 -0.30066
C 0.34783 -3.97594 1.04571
C 0.65710 -2.88609 1.84835
C 1.13496 -1.72211 1.24805
C 1.54767 -0.56259 2.12067
S 1.54979 1.07122 1.29516
C 3.30033 1.29537 1.06038
C 4.04335 1.75812 2.14724
C 5.40770 1.94453 2.03046
C 6.01934 1.68515 0.80434
C 5.28045 1.24936 -0.27865
C 3.89240 1.04098 -0.18322
S 2.98097 0.52157 -1.57037
N 1.31338 -1.60841 -0.06211
H 0.92289 4.89295 -3.09173
H 1.04976 5.12774 -5.55555
H 0.92790 3.10568 -6.99068
H 0.66805 0.87377 -5.94019
H 1.44504 -3.58050 -2.80197
H 2.17680 -1.88823 -2.55596
H 0.40856 -4.74002 -0.96116
H -0.06226 -4.87486 1.48553
H 0.50703 -2.91714 2.91781
H 0.89583 -0.49338 2.99212
H 2.56920 -0.72458 2.45687
H 3.53249 1.97279 3.08061
H 5.98483 2.30343 2.87325
H 7.08814 1.83536 0.69601
H 5.75962 1.06153 -1.23201
C -2.60076 -3.58458 2.94365
C -2.46830 -2.16173 2.45391
C -2.95048 -1.79398 1.24817
C -3.00465 -0.36285 0.75974
C -2.86779 0.98740 -1.46625
C -2.36018 0.59548 1.75675
C -1.86189 0.17626 2.95971
C -1.33278 1.18766 3.94981
C -1.89583 -1.18492 3.31505
C -2.39356 2.09637 1.44103
O -3.54355 2.61100 1.42120
O -1.29375 2.65167 1.27385
H -2.74191 -4.27464 2.11069
H -3.46285 -3.67936 3.60935
H -1.71817 -3.89682 3.50902
H -3.47040 -2.53114 0.64329
H -3.91119 0.82025 -1.72335
H -2.29659 1.09478 -2.38828
H -2.77995 1.91009 -0.89468
H -0.72299 1.94169 3.44981
H -0.74724 0.70186 4.73610
H -2.16445 1.71214 4.42808
H -1.51996 -1.49048 4.29060
C -2.45019 -1.47514 -1.53367
C -2.30934 -0.20403 -0.69786
N -4.43937 -0.03210 0.69616
O -0.85980 0.00700 -0.56632
H -3.50476 -1.72848 -1.66896
H -1.93677 -2.31067 -1.05722
H -2.00207 -1.29670 -2.50900
H -4.85707 -0.35560 -0.16633
H -4.54376 0.98235 0.78789
```

The value obtained for the HOMO energy (spin up / spin down) is -4.135 / -4.396 eV. As for the LUMO energy (spin up / spin down): 2.3 / 0.7 eV. Its multiplicity is 4. Its expectation value of S² is 3.8464. The net charge is -1. The orbital gap (spin up / spin down) comes out at 6.40 / 5.09 eV.

---

DFT (ωB97M-V with the def2-TZVPD basis set) results for 9 unconnected molecules or ions with the total composition C46H80BN6O10 in a non-equilibrium geometry.

```
143
Properties=species:S:1:pos:R:3
C -9.48711 -8.89508 11.76838
C -8.18614 -9.31378 11.00725
C -6.93191 -8.62360 11.47555
C -6.78402 -7.23160 10.87573
N -5.67346 -6.36891 11.39915
C -5.65795 -5.02811 10.66021
C -4.20984 -4.92109 10.08730
C -3.35713 -5.88745 10.84546
C -4.34128 -7.03031 11.13970
C -5.75346 -6.12114 12.88511
C -7.00999 -5.40821 13.35187
C -7.08559 -5.16194 14.84420
H -9.98789 -9.76164 12.18163
H -10.13235 -8.39739 11.04034
H -9.25342 -8.10933 12.48586
H -8.25974 -9.35255 9.91908
H -8.04957 -10.36764 11.27136
H -5.99542 -9.17341 11.36359
H -6.93536 -8.45186 12.56284
H -7.72000 -6.68979 10.75432
H -6.41641 -7.43123 9.86140
H -5.90986 -4.19967 11.31153
H -6.32442 -5.03255 9.80297
H -3.85493 -3.89037 10.13557
H -4.22930 -5.11682 9.01176
H -2.93560 -5.42095 11.74179
H -2.46309 -6.25117 10.34077
H -4.04001 -7.64192 11.98375
H -4.33779 -7.57708 10.19613
H -4.88698 -5.50217 13.12428
H -5.72383 -7.05277 13.44785
H -7.83194 -6.09207 13.10075
H -7.18614 -4.49566 12.78167
H -7.20312 -6.03651 15.48750
H -7.87421 -4.45133 15.07799
H -6.14849 -4.75665 15.24476
C -16.33788 -12.40425 5.13087
C -15.70239 -11.35702 6.05177
C -14.23898 -11.02821 5.79174
C -13.37813 -12.26976 5.74231
N -11.87607 -11.99940 5.59907
C -11.12025 -13.33860 5.40331
C -9.92272 -13.32050 6.31722
C -9.91384 -11.94959 6.97143
C -11.32440 -11.48846 6.94616
C -11.57423 -11.08255 4.45995
C -11.96454 -11.53213 3.05144
C -11.62777 -10.41165 2.07693
H -16.10185 -13.42023 5.45988
H -16.05891 -12.31024 4.08030
H -17.42506 -12.35451 5.19067
H -15.97971 -11.58685 7.08081
H -16.24373 -10.43320 5.82402
H -13.92081 -10.38073 6.61586
H -14.19231 -10.40263 4.90020
H -13.58616 -12.86402 4.85251
H -13.43432 -12.91269 6.61784
H -10.87361 -13.55142 4.36679
H -11.84984 -14.10362 5.67286
H -8.99211 -13.36517 5.74616
H -9.83416 -14.13023 7.04124
H -9.24393 -11.27589 6.42949
H -9.47734 -11.97261 7.96867
H -11.41715 -10.40266 6.93546
H -11.92104 -11.90880 7.75367
H -10.49939 -10.93484 4.59068
H -12.10759 -10.14442 4.61170
H -13.03802 -11.73792 3.01248
H -11.50269 -12.45728 2.70827
H -12.15456 -9.46596 2.22324
H -12.09481 -10.71015 1.13239
H -10.55745 -10.27304 1.95513
O -5.57710 -9.48130 8.75704
C -5.36940 -10.63112 8.50034
O -6.15305 -11.44054 7.78588
B -5.56929 -12.80910 7.81026
O -4.32013 -12.67091 8.57008
C -4.21422 -11.49072 9.11969
O -3.33642 -11.14694 9.85770
O -5.44517 -13.28736 6.41026
C -6.22398 -14.33110 6.25053
O -6.51815 -14.80650 5.18374
C -6.85466 -14.71201 7.59793
O -6.38749 -13.83809 8.45467
O -7.67056 -15.56689 7.77556
N -5.19709 -7.09486 7.03780
C -5.38174 -5.82674 6.52414
C -4.14774 -5.25002 6.35581
C -3.15605 -6.20375 6.78199
C -3.86884 -7.25227 7.28114
H -5.90103 -7.79738 7.16629
H -6.36583 -5.46543 6.27686
H -3.91245 -4.33137 5.84304
H -2.09064 -6.07555 6.71569
H -3.48402 -8.23952 7.50130
N -8.80838 -14.63842 10.45266
C -9.43412 -13.42615 10.35172
C -10.56578 -13.42042 11.11251
C -10.80720 -14.76472 11.47747
C -9.66058 -15.48082 11.14992
H -7.87919 -14.77314 10.10309
H -8.90791 -12.62818 9.84670
H -11.27328 -12.62015 11.26924
H -11.63963 -15.07824 12.08454
H -9.28884 -16.47752 11.33030
N -7.28660 -17.94243 9.89940
C -6.75915 -18.29515 11.11920
C -7.56342 -19.25048 11.66411
C -8.60016 -19.51616 10.73256
C -8.41232 -18.69661 9.65902
H -6.82826 -17.30605 9.27403
H -5.83710 -17.86611 11.47404
H -7.29515 -19.82940 12.53374
H -9.26776 -20.36316 10.72982
H -8.86554 -18.67613 8.68264
N -0.88767 -12.16293 11.92931
C 0.11168 -12.69526 12.69508
C 1.31023 -12.17369 12.27583
C 1.04089 -11.36397 11.16584
C -0.30225 -11.35630 10.97615
H -1.85964 -12.36107 12.06272
H -0.06036 -13.28503 13.58146
H 2.24827 -12.39674 12.75729
H 1.80791 -10.85803 10.60049
H -0.93827 -10.82171 10.28813
C -8.35140 -12.19561 2.53558
C -7.36938 -13.32192 2.09535
O -7.70284 -14.52084 2.74925
H -9.32291 -12.38736 2.07521
H -8.04489 -11.22390 2.14346
H -8.44361 -12.27496 3.62032
H -6.33148 -13.02076 2.25053
H -7.58707 -13.50679 1.03862
H -7.13171 -14.60028 3.53366
C -1.57391 -14.03348 8.00852
C -0.60791 -12.93721 7.50385
O 0.55634 -12.93510 8.29850
H -2.42874 -14.13149 7.33316
H -1.77583 -13.85019 9.05769
H -1.08268 -14.98416 7.77739
H -1.09001 -11.97241 7.70365
H -0.39403 -13.14199 6.45886
H 0.41063 -12.55647 9.17227
```

The value obtained for the HOMO energy is -9.432 eV. As for the LUMO energy: -2.1 eV. Its energy relative to the best compared isomer or geometry (same formula, charge and spin) is 0.000 eV. The net charge is +1. The orbital gap comes out at 7.30 eV.

---

DFT (ωB97M-V with the def2-TZVPD basis set) results for 6 unconnected molecules or ions with the total composition C5H23NO5 in a non-equilibrium geometry.

```
34
Properties=species:S:1:pos:R:3
C -2.47305 0.18947 -0.16647
C -1.88812 0.98277 1.11159
C -0.49661 1.46551 0.84758
C 0.37021 1.74350 2.11670
C -0.59629 2.98874 0.09461
N -1.84653 -0.96954 -0.59186
H -3.58907 -0.05009 -0.04698
H -2.44566 0.89063 -1.02955
H -1.96572 0.31508 1.94416
H -2.52495 1.77983 1.59985
H 0.11347 0.82367 0.04462
H 1.24595 2.38113 2.05732
H -0.10503 2.30849 3.03761
H 0.81135 0.90700 2.57122
H -0.96062 2.96926 -0.88600
H -1.34783 3.62269 0.55704
H 0.28972 3.46465 0.06505
H -0.80685 -0.96529 -0.34975
H -2.36686 -1.71666 -0.09338
H 2.67899 0.48480 0.40390
H 2.98018 -1.03129 0.65330
O 2.57193 -0.44317 0.06510
H 2.56028 -0.27385 -2.23475
H 2.11703 1.05893 -1.87445
O 2.38967 0.56957 -2.55454
H 1.83475 -3.18137 -1.00827
H 0.78032 -3.40899 -1.80385
O 1.00330 -3.72738 -0.89255
H 1.60493 -2.69517 1.66719
H 0.24385 -2.75642 0.99987
O 0.90872 -3.26706 1.54891
H 0.12418 -1.28989 -3.17775
H -0.99352 -1.31774 -2.09138
O -0.22211 -1.85180 -2.58409
```

The value obtained for the HOMO energy (spin up / spin down) is -13.569 / -13.551 eV. As for the LUMO energy (spin up / spin down): -3.5 / -9.6 eV. Its multiplicity is 2. Its expectation value of S² is 0.7552. Its energy relative to the best compared isomer or geometry (same formula, charge and spin) is 5.363 eV. The net charge is +1. The orbital gap (spin up / spin down) comes out at 10.11 / 3.92 eV.

---

DFT (ωB97M-V with the def2-TZVPD basis set) results for C3H5NO2 in the gas phase in a non-equilibrium geometry.

```
11
Properties=species:S:1:pos:R:3
O -1.72643 -0.28404 0.38028
C -0.64913 0.04068 -0.47238
C 0.57054 0.21339 0.42937
O 0.83964 -0.94421 1.17731
C 1.74409 0.50931 -0.41996
N 2.62972 0.75432 -1.12030
H -2.55355 -0.11299 -0.08273
H -0.44548 -0.77001 -1.18467
H -0.82236 0.96354 -1.03829
H 0.39844 1.07306 1.09402
H 0.01453 -1.44304 1.23736
```

The value obtained for the HOMO energy is -11.154 eV. As for the LUMO energy: 0.4 eV. Its SMILES is N#C[C@H](O)CO. Its energy relative to the best compared isomer or geometry (same formula, charge and spin) is 1.545 eV. The orbital gap comes out at 11.55 eV.

---

DFT (ωB97M-V with the def2-TZVPD basis set) results for a molecular structure, C34H27AlBrN4O2P in a non-equilibrium geometry.

```
70
Properties=species:S:1:pos:R:3
Al 0.26128 -0.19233 0.39530
C -1.75506 -3.95706 0.88868
C -1.63828 -4.53375 -0.36848
C -0.87446 -3.88894 -1.33169
C -0.28386 -2.67034 -1.01947
N -0.41627 -2.11016 0.19785
C -1.11300 -2.75311 1.13181
C 0.43618 -1.81617 -1.96868
C 0.90573 -2.18748 -3.22405
C 1.46686 -1.21003 -4.03842
C 1.53828 0.10299 -3.59009
C 1.10497 0.38604 -2.29537
N 0.58294 -0.56855 -1.52537
C 1.18012 1.67680 -1.60551
C 1.61099 2.86877 -2.17157
C 1.68113 4.00551 -1.37820
C 1.30211 3.92366 -0.04738
C 0.86773 2.70157 0.43777
N 0.81379 1.60957 -0.31312
H -2.33609 -4.42553 1.66671
H -2.14690 -5.45783 -0.59773
H -0.78391 -4.31681 -2.31514
H -1.16451 -2.28500 2.10556
H 0.83700 -3.21279 -3.54759
H 1.84361 -1.45988 -5.02031
H 1.92884 0.87346 -4.23645
H 1.89125 2.91861 -3.20961
H 2.03069 4.93429 -1.79836
H 1.33859 4.78838 0.59487
H 0.58343 2.56448 1.46920
O -1.11434 -0.43063 3.88791
C -1.11710 0.05023 2.79399
O -0.03426 0.12164 2.03329
C -2.36088 0.62234 2.13172
P -2.22624 0.58256 0.28196
C -3.12888 2.12837 -0.11809
C -4.27652 2.12014 -0.90521
C -5.03921 3.27020 -1.02261
C -4.66700 4.42583 -0.35894
C -3.49245 4.45226 0.37778
C -2.70981 3.31700 0.47638
C -3.40376 -0.69285 -0.28591
C -3.07421 -1.35375 -1.46551
C -3.91511 -2.31920 -1.98428
C -5.11381 -2.60362 -1.35173
C -5.47953 -1.90630 -0.21197
C -4.62460 -0.96052 0.32840
H -2.42526 1.66696 2.45076
H -3.25212 0.12102 2.51468
H -4.58500 1.21629 -1.40751
H -5.93514 3.26272 -1.62278
H -5.28129 5.30986 -0.42587
H -3.19099 5.35503 0.88404
H -1.77968 3.34428 1.03006
H -2.16173 -1.08855 -1.98696
H -3.63604 -2.84963 -2.88071
H -5.76672 -3.35365 -1.76491
H -6.43251 -2.09592 0.25757
H -4.92445 -0.41424 1.21035
Br 3.71755 -3.42583 3.54493
C 3.59696 -2.08871 2.21720
C 4.73838 -1.51347 1.66575
C 4.56793 -0.57847 0.65894
C 3.28958 -0.25004 0.24201
N 2.19377 -0.78080 0.78848
C 2.34883 -1.67754 1.75978
H 5.72093 -1.77967 2.02285
H 5.42385 -0.10019 0.21132
H 3.13941 0.46973 -0.54766
H 1.44873 -2.08870 2.19272
```

The value obtained for the HOMO energy is -13.861 eV. As for the LUMO energy: -6.7 eV. Its energy relative to the best compared isomer or geometry (same formula, charge and spin) is 0.000 eV. The net charge is +2. The orbital gap comes out at 7.20 eV.

---

DFT (ωB97M-V with the def2-TZVPD basis set) results for C5H9N in the gas phase in a non-equilibrium geometry.

```
15
Properties=species:S:1:pos:R:3
C -1.02441 0.82631 0.54387
C -1.98889 -0.38082 -0.24598
C -0.56582 -0.50031 0.08932
N 0.65244 -0.63314 -0.78717
C 1.86133 -0.70794 0.05753
C 1.43078 0.56771 -0.54966
H -1.07321 1.66364 -0.15509
H -0.94075 1.18085 1.57998
H -2.66333 -1.22615 0.00776
H -2.35148 0.15620 -1.11384
H -0.49244 -1.17620 0.94513
H 1.68577 -0.79550 1.13227
H 2.71042 -1.29927 -0.29375
H 1.89831 1.11892 -1.36224
H 0.86129 1.20570 0.15186
```

The value obtained for the HOMO energy is -9.227 eV. As for the LUMO energy: 1.2 eV. Its SMILES is C1CC1N1CC1. Its energy relative to the best compared isomer or geometry (same formula, charge and spin) is 3.777 eV. The orbital gap comes out at 10.46 eV.

---

DFT (ωB97M-V with the def2-TZVPD basis set) results for 2 unconnected molecules or ions with the total composition C4H8O2.

```
14
Properties=species:S:1:pos:R:3
C -1.24736 -1.12708 0.05160
C -0.11432 -0.54600 0.84524
C 1.16594 -0.69337 0.51949
O 1.27401 1.36740 -0.96990
C 0.11170 1.69874 -0.37303
O -0.97098 1.62043 -0.89865
H -2.10487 -0.45137 -0.02399
H -1.56863 -2.05138 0.53734
H -0.93465 -1.35977 -0.97332
H -0.37203 0.03725 1.72976
H 1.97211 -0.20607 1.05988
H 1.45681 -1.20189 -0.39891
H 1.03769 0.82415 -1.73990
H 0.29458 2.08894 0.63440
```

The value obtained for the HOMO energy is -9.530 eV. As for the LUMO energy: 0.9 eV. Its SMILES is C=CC.O=CO. Its energy relative to the best compared isomer or geometry (same formula, charge and spin) is 1.711 eV. The orbital gap comes out at 10.41 eV.

---

DFT (ωB97M-V with the def2-TZVPD basis set) results for C3H8O2Si in the gas phase in a non-equilibrium geometry.

```
14
Properties=species:S:1:pos:R:3
C -0.66975 0.57020 -0.14233
C -1.83454 0.06545 0.76855
C -0.03520 -0.46227 -1.06625
O -0.22623 1.71094 -0.07213
O 2.37358 0.84520 -0.03188
Si 1.79284 -0.62943 0.12369
H -2.07969 -0.92557 0.63138
H -1.78197 0.19206 1.91677
H -2.67810 0.71542 0.40766
H -0.75948 -1.27386 -1.19756
H 0.36219 -0.31500 -2.00843
H 1.78395 1.62817 0.05074
H 2.61069 -1.46305 -0.81766
H 1.14171 -0.65828 1.43744
```

The value obtained for the HOMO energy is -9.256 eV. As for the LUMO energy: 0.8 eV. Its SMILES is CC(=O)C[SiH2]O. Its energy relative to the best compared isomer or geometry (same formula, charge and spin) is 2.475 eV. The orbital gap comes out at 10.07 eV.